DFT (the ωB97M-V functional and the def2-TZVPD basis) results for a cluster of 7 separate species, C11H35ClO10 in total in a non-equilibrium geometry.

Element x y z (Å)
O (-12.975, -4.665, -21.651)
H (-12.340, -4.493, -22.350)
H (-12.701, -5.436, -21.149)
H (-13.861, -4.840, -21.974)
Cl (-16.596, -5.359, -21.153)
O (-16.448, -6.744, -21.441)
O (-17.963, -4.967, -20.727)
O (-15.710, -5.088, -20.034)
O (-16.088, -4.448, -22.176)
C (-11.061, -3.655, -17.784)
C (-12.561, -3.456, -17.638)
C (-12.946, -2.005, -17.688)
O (-13.159, -4.064, -18.720)
H (-10.530, -3.273, -16.912)
H (-10.764, -3.110, -18.680)
H (-10.636, -4.658, -17.754)
H (-13.000, -3.920, -16.755)
H (-13.948, -1.811, -17.305)
H (-12.863, -1.603, -18.698)
H (-12.378, -1.323, -17.055)
H (-14.026, -3.654, -18.746)
C (-20.817, -7.273, -24.152)
C (-21.102, -5.813, -23.696)
C (-21.837, -5.739, -22.438)
O (-19.879, -5.050, -23.569)
H (-21.731, -7.575, -24.662)
H (-20.499, -7.933, -23.345)
H (-20.003, -7.320, -24.875)
H (-21.760, -5.425, -24.473)
H (-22.911, -5.650, -22.603)
H (-21.570, -4.834, -21.892)
H (-21.480, -6.520, -21.767)
H (-19.415, -5.254, -22.753)
C (-18.327, -2.718, -16.160)
C (-18.218, -3.577, -17.477)
C (-19.434, -4.561, -17.611)
O (-18.125, -2.798, -18.624)
H (-17.368, -2.239, -15.966)
H (-18.521, -3.446, -15.372)
H (-19.276, -2.185, -16.231)
H (-17.292, -4.148, -17.551)
H (-20.212, -4.077, -18.203)
H (-19.941, -4.936, -16.722)
H (-19.121, -5.479, -18.108)
H (-18.326, -3.437, -19.311)
C (-13.115, -7.750, -20.032)
O (-12.440, -6.496, -19.863)
H (-13.286, -8.226, -19.067)
H (-14.023, -7.635, -20.624)
H (-12.432, -8.366, -20.617)
H (-12.879, -5.939, -19.216)
C (-14.892, -2.266, -25.255)
O (-14.617, -3.073, -24.098)
H (-14.500, -1.255, -25.148)
H (-14.491, -2.676, -26.182)
H (-15.962, -2.144, -25.424)
H (-15.480, -3.313, -23.755)

Calculated values
LUMO energy = -0.5 eV
Molar mass = 362.844 g mol⁻¹
Highest occupied orbital energy = -0.3388 hartree
DFT total energy = -44961.3724 eV
Gap between HOMO and LUMO = 8.8 eV

---

DFT (the ωB97M-V functional and the def2-TZVPD basis) results for the ion C2H5NO3 with charge -2 in a non-equilibrium geometry.

Element x y z (Å)
C (0.578, -0.747, 0.769)
C (-0.688, -0.056, 0.146)
O (-1.172, 0.940, 0.879)
N (-0.409, 0.351, -1.288)
O (0.395, -0.503, -1.934)
O (0.291, 1.756, -1.057)
H (1.243, 0.018, 1.175)
H (1.072, -1.267, -0.055)
H (0.316, -1.454, 1.567)
H (-1.444, -0.908, -0.005)
H (-0.181, 1.868, -0.196)

Calculated values
SMILES string = C[C@@H]([O-])N([O-])O
Net charge = -2
LUMO energy = 7.8 eV
Molar mass = 91.066 g mol⁻¹
Highest occupied orbital energy = 0.1104 hartree
DFT total energy = -9780.9915 eV
Gap between HOMO and LUMO = 4.8 eV

---

DFT (the ωB97M-V functional and the def2-TZVPD basis) results for a structure of composition C16H14I2N2O3Ti.

Element x y z (Å)
Ti (-1.091, 0.233, 0.096)
C (-1.848, -0.326, -5.537)
O (-1.482, 0.110, -4.216)
C (-0.176, 0.205, -3.933)
C (0.857, 0.370, -4.856)
C (2.184, 0.489, -4.452)
C (2.522, 0.463, -3.115)
C (1.506, 0.318, -2.162)
C (1.823, 0.294, -0.776)
N (0.948, 0.249, 0.198)
N (1.503, 0.124, 1.468)
C (0.572, -0.132, 2.314)
O (-0.698, -0.184, 1.806)
C (0.760, -0.348, 3.735)
C (-0.320, -0.722, 4.538)
C (-0.122, -0.938, 5.889)
C (1.144, -0.779, 6.438)
C (2.219, -0.404, 5.639)
C (2.034, -0.188, 4.288)
C (0.176, 0.176, -2.585)
O (-0.779, 0.051, -1.635)
H (-2.928, -0.417, -5.526)
H (-1.391, -1.292, -5.753)
H (-1.564, 0.408, -6.290)
H (0.628, 0.401, -5.912)
H (2.953, 0.609, -5.202)
H (3.552, 0.562, -2.797)
H (2.867, 0.291, -0.475)
H (-1.303, -0.847, 4.106)
H (-0.952, -1.232, 6.517)
H (1.295, -0.948, 7.495)
H (3.201, -0.282, 6.076)
H (2.863, 0.102, 3.658)
I (-3.557, -1.204, 0.171)
C (-4.423, 0.748, 0.184)
I (-2.961, 2.320, 0.259)
H (-5.028, 0.840, 1.078)
H (-4.985, 0.878, -0.733)

Calculated values
Net charge = +2
LUMO energy = -8.8 eV
Molar mass = 583.974 g mol⁻¹
Highest occupied orbital energy = -0.5218 hartree
DFT total energy = -65243.1735 eV
Gap between HOMO and LUMO = 5.4 eV

---

DFT (the ωB97M-V functional and the def2-TZVPD basis) results for a structure of composition C26H27Br2InN3S4.

Element x y z (Å)
In (-0.272, -0.763, 0.759)
S (-2.651, -1.240, 0.779)
C (-3.365, 0.332, 0.429)
C (-4.711, 0.347, 0.047)
C (-5.396, 1.528, -0.147)
C (-4.763, 2.750, 0.046)
C (-3.435, 2.764, 0.423)
C (-2.735, 1.571, 0.588)
S (-1.017, 1.740, 1.035)
C (-0.349, 2.490, -0.471)
C (-0.165, 1.565, -1.649)
C (0.362, 2.063, -2.840)
C (0.478, 1.210, -3.919)
C (0.074, -0.116, -3.786)
C (-0.414, -0.533, -2.565)
C (-0.805, -1.950, -2.286)
S (0.623, -2.855, -1.567)
C (-0.183, -4.036, -0.502)
C (-0.638, -5.128, -1.245)
C (-1.316, -6.163, -0.635)
C (-1.520, -6.104, 0.738)
C (-1.050, -5.036, 1.471)
C (-0.356, -3.964, 0.892)
S (0.283, -2.790, 2.064)
N (-0.528, 0.300, -1.519)
H (-5.220, -0.598, -0.084)
H (-6.436, 1.496, -0.437)
H (-5.300, 3.679, -0.081)
H (-2.934, 3.706, 0.603)
H (0.587, 2.980, -0.198)
H (-1.060, 3.271, -0.746)
H (0.663, 3.098, -2.909)
H (0.879, 1.568, -4.857)
H (0.143, -0.808, -4.611)
H (-1.095, -2.495, -3.182)
H (-1.616, -1.991, -1.556)
H (-0.447, -5.164, -2.311)
H (-1.671, -7.003, -1.215)
H (-2.047, -6.901, 1.244)
H (-1.213, -5.003, 2.540)
Br (2.188, 0.420, 1.760)
C (1.780, 1.806, 3.074)
Br (1.917, 3.600, 2.392)
H (2.518, 1.707, 3.862)
H (0.777, 1.663, 3.464)
N (1.249, -1.625, -0.639)
C (2.469, -1.618, -0.022)
N (3.481, -2.380, -0.339)
C (3.636, -3.454, -1.329)
C (3.625, -4.807, -0.631)
C (4.725, -4.861, 0.426)
C (4.647, -3.667, 1.372)
C (4.623, -2.359, 0.591)
H (4.606, -3.290, -1.809)
H (2.890, -3.365, -2.115)
H (3.766, -5.598, -1.369)
H (2.647, -4.970, -0.167)
H (5.696, -4.859, -0.077)
H (4.668, -5.796, 0.985)
H (5.493, -3.666, 2.060)
H (3.735, -3.720, 1.972)
H (5.540, -2.237, 0.005)
H (4.506, -1.495, 1.239)

Calculated values
Net charge = +1
LUMO energy = -2.7 eV
Molar mass = 784.417 g mol⁻¹
Highest occupied orbital energy = -0.3789 hartree
DFT total energy = -220464.2711 eV
Gap between HOMO and LUMO = 7.6 eV

---

DFT (the ωB97M-V functional and the def2-TZVPD basis) results for a cluster of 2 separate species, C4H12N3 in total in a non-equilibrium geometry.

Element x y z (Å)
C (0.042, 0.498, -2.434)
N (-0.796, 0.442, -1.252)
C (-1.267, -0.737, -0.782)
N (-2.262, -0.850, 0.003)
H (-0.488, 0.987, -3.250)
H (0.993, 0.986, -2.223)
H (0.283, -0.514, -2.761)
H (-1.403, 1.244, -1.127)
H (-0.644, -1.580, -1.106)
H (-2.496, -1.822, 0.155)
C (0.767, -0.552, 2.337)
C (1.635, 1.243, 0.840)
N (1.603, -0.037, 1.267)
H (1.265, -1.424, 2.757)
H (-0.230, -0.804, 1.968)
H (0.698, 0.212, 3.109)
H (1.047, 1.991, 1.351)
H (2.399, 1.561, 0.148)
H (2.036, -0.720, 0.683)

Calculated values
LUMO energy (alpha / beta) = 1.0 / 1.0 eV
Molar mass = 102.161 g mol⁻¹
Multiplicity = 2
Highest occupied orbital energy (alpha / beta) = -0.2084 / -0.3202 hartree
DFT total energy = -8810.5255 eV
Gap between HOMO and LUMO (alpha / beta) = 6.6 / 9.7 eV

---

DFT (the ωB97M-V functional and the def2-TZVPD basis) results for a structure of composition C2H2LiNaO2 in a non-equilibrium geometry.

Element x y z (Å)
O (-0.560, 1.676, 0.978)
C (-1.239, 0.700, 0.665)
C (-0.742, -0.448, -0.081)
O (0.992, -0.261, -0.443)
Li (2.168, -1.436, -0.883)
Na (1.618, 1.695, 0.264)
H (-1.325, -0.561, -1.016)
H (-0.912, -1.366, 0.516)

Calculated values
LUMO energy = -1.0 eV
Molar mass = 87.967 g mol⁻¹
Highest occupied orbital energy = -0.1755 hartree
DFT total energy = -10819.9804 eV
Gap between HOMO and LUMO = 3.7 eV